(1)
Formula: C5H33N2O12
Source: OMol25
Level of theory: ωB97M-V/def2-TZVPD

Last column: Mulliken charge in e.
Positions of all 52 atoms, in Å:
O 1.00374 -3.59253 0.59212  -0.5683
C 1.17484 -2.90796 1.60073  -0.0565
C 0.48366 -1.65559 2.00490  -0.4677
C -0.84575 -1.60235 1.31568  -0.6928
C -0.65433 -1.19222 -0.30380  0.8267
N -1.93558 -1.26401 -2.84344  -0.1723
C -1.45133 -2.42871 -2.34884  -0.0285
N -0.90029 -2.43696 -1.06233  0.0304
H 2.12307 -3.05945 2.26961  0.2861
H 0.45061 -1.93758 3.08807  0.3216
H 1.22253 -0.89450 2.09725  0.3833
H -1.53815 -0.96773 1.97545  0.2261
H -1.22618 -2.67891 1.40762  0.3671
H -1.40613 -0.52231 -0.62318  -0.3524
H 0.46001 -0.86062 -0.51172  -0.0659
H -2.20566 -0.49424 -2.29009  0.1033
H -2.37987 -1.34730 -3.74028  0.2457
H -1.31877 -3.36518 -2.85903  0.4265
H -0.31727 -3.14303 -0.79535  0.2539
H -3.00590 0.52441 3.41879  0.2930
H -1.46240 0.23476 3.89922  0.2891
O -2.30861 -0.09008 3.67053  -0.6672
H 3.51535 0.29294 0.69108  0.3933
H 4.89078 -0.25072 0.52327  0.2010
O 4.13051 -0.44956 0.32880  -0.6017
H 2.48426 1.42820 -1.91354  0.3296
H 3.71956 2.33076 -1.36226  0.2942
O 2.79694 2.27540 -1.54380  -0.6987
H 0.64141 0.58828 -3.01654  0.2527
H 0.75700 0.03454 -4.39785  0.2958
O 0.18810 0.07835 -3.65717  -0.5427
H 3.19280 -0.62088 -2.51534  0.2651
H 3.31267 -0.63843 -1.20214  0.3144
O 2.63827 -0.69554 -1.81862  -0.4847
H -0.21130 3.00798 -2.03507  0.2650
H 1.48191 3.31537 -1.89376  0.3899
O 0.50056 3.57510 -1.90626  -0.6379
H -2.38742 2.38223 -1.26438  0.2380
H -2.02568 2.18465 0.26344  0.3667
O -2.18045 1.80706 -0.56876  -0.5252
H -2.14487 2.55866 2.63246  0.2847
H -3.24878 2.86894 1.46210  0.3279
O -2.64270 2.16618 1.92369  -0.6562
H 0.18686 1.36317 3.06245  0.3044
H 1.62854 1.26399 2.58604  0.3442
O 1.16919 1.13512 3.41723  -0.6168
H 2.21788 2.43925 0.18324  0.3406
H 1.34175 1.24920 0.49447  0.2623
O 2.19946 1.61772 0.68621  -0.6745
H -4.64287 -1.12246 0.12505  0.2895
H -3.77320 0.21190 0.44749  0.2847
O -3.69880 -0.71533 0.30652  -0.5871

Atomic forces in eV per Å
-0.28 0.81 1.85
3.39 -0.20 -1.29
-0.16 -3.05 1.18
-0.94 0.82 -0.43
1.27 -1.90 2.26
-0.05 -4.20 -0.67
1.92 2.86 4.69
-2.95 3.19 -4.68
-1.36 -0.47 -0.92
-0.91 0.60 -0.23
0.36 1.07 -0.63
0.68 -0.68 -1.83
0.14 1.64 -0.56
-0.29 1.13 0.21
-2.27 -0.46 0.31
0.03 0.81 0.85
-0.05 0.25 -0.19
-0.47 0.09 -0.70
1.74 -2.85 0.82
0.79 0.43 0.15
0.81 1.20 0.45
-1.56 -1.71 -0.22
1.39 -1.55 -0.91
12.92 3.22 3.37
-14.11 -1.47 -2.27
1.04 0.00 0.53
1.08 -0.54 -0.22
-1.23 0.85 -1.44
0.75 0.72 1.00
0.95 -0.01 -1.27
-1.48 -0.53 0.09
2.13 0.02 -4.67
1.96 -0.07 3.64
-4.32 0.06 0.68
-0.88 -2.17 -0.44
-2.45 -0.46 -0.30
3.05 2.69 0.72
-0.38 1.71 -0.98
0.41 1.20 1.65
0.13 -3.10 -1.42
0.00 0.82 0.44
1.70 -1.61 1.92
-1.99 1.30 -1.78
3.37 -0.76 1.49
0.77 0.30 -0.32
-4.10 0.74 -1.11
0.08 -0.06 -0.12
-0.53 -0.26 -0.28
-0.12 -0.35 1.72
2.86 1.65 0.71
-0.40 1.20 0.08
-2.45 -2.90 -0.96

Output
- Charge: +1
- Gap between HOMO and LUMO: 9.70 eV

---

(2)
Formula: C32H42HfNO5
Source: OMol25
Level of theory: ωB97M-V/def2-TZVPD

Last column: Mulliken charge in e.
Positions of all 81 atoms, in Å:
C -0.12796 -0.21171 -6.51316  2.7636
C -0.83084 -1.28759 -5.63747  -1.8204
C -0.32984 1.16456 -5.80719  -2.2891
C -1.47595 0.98335 -4.82740  -0.0146
H -0.45784 1.92532 -6.58371  0.5627
H 0.57552 1.35413 -5.22568  0.2960
C -1.30251 -0.53053 -4.41079  -0.0137
H -0.15908 -2.11228 -5.38564  0.3510
H -1.69407 -1.69878 -6.18394  0.5984
C -0.26579 -0.34629 -3.31612  -0.7655
H -2.17450 -1.03005 -3.97752  0.6943
H -2.42759 1.18674 -5.33042  0.6311
C -1.26973 1.78060 -3.50370  1.0142
C 1.36967 -0.41804 -6.70217  -0.5853
C -0.62436 -0.13187 -7.95959  0.8215
O -1.06060 0.91074 -8.40425  -0.6364
O 2.11831 -1.00306 -5.93100  -0.6054
O 1.77200 0.16677 -7.84165  -0.2286
O -0.57795 -1.22678 -8.74021  -0.3793
C 0.02314 -2.48278 -8.33234  -0.4110
H -0.43438 -2.87693 -7.40766  0.2269
H 1.11753 -2.35915 -8.20372  0.1273
H -0.19230 -3.14996 -9.17885  0.3557
C 3.17870 0.19656 -8.09357  -0.7829
H 3.73093 0.59990 -7.24027  0.3004
H 3.28955 0.84674 -8.95883  0.2642
H 3.54592 -0.80330 -8.34068  0.3060
O -0.59211 0.88487 -2.68906  -0.3466
H 0.76224 -0.28029 -3.72301  0.1116
H -0.25190 -1.10761 -2.51270  0.2264
C -2.64672 2.07647 -2.92679  -1.4686
C -0.33559 2.99845 -3.34966  -1.5619
H -0.62195 3.88762 -3.94302  0.2982
H 0.69926 2.68306 -3.55607  0.3155
H -0.35148 3.23978 -2.24905  0.2937
H -2.54371 2.63362 -1.98279  0.2319
H -3.19361 1.13814 -2.73424  0.3427
H -3.23422 2.69489 -3.62772  0.3764
Hf 0.03697 0.17482 0.79162  0.9945
C -1.77965 -1.09443 1.95736  -0.6170
C -2.43405 -1.04786 0.69987  -0.4986
C -1.55760 -1.54566 -0.30280  -0.2938
H -3.46772 -0.73805 0.51111  0.3817
C -0.38148 -2.04837 0.34025  -0.8711
C -0.49690 -1.75124 1.77951  -0.8108
H 0.13890 -2.12345 2.58462  0.5096
H -2.20456 -0.72816 2.90361  0.4123
H -1.80407 -1.67085 -1.36563  0.4878
H 0.35676 -2.66404 -0.18324  0.5624
C 2.06116 1.41338 0.68866  -1.1353
C 2.19126 0.23932 1.55420  -0.8845
C 2.18176 -0.92126 0.68806  -0.8158
H 2.44704 0.23280 2.61808  0.5504
C 1.91850 -0.46630 -0.65172  -0.3562
C 1.88296 0.95565 -0.65704  -0.0372
H 1.91766 1.56338 -1.55701  0.4575
H 2.06668 2.46461 0.96304  0.3895
H 2.45824 -1.93474 0.95900  0.4743
H 1.88374 -1.06886 -1.56404  0.5435
C -0.50225 2.75530 5.64959  -0.9663
N 0.15861 2.01073 4.61478  0.2687
C -0.22660 0.62804 4.59280  -0.8776
C 0.53526 2.73096 3.41729  -1.5730
C -0.62295 3.00149 2.48174  1.6531
C -1.39710 4.15093 2.72419  -0.5701
C -2.57298 4.35335 1.98667  -0.6237
C -2.99402 3.40441 1.03275  -0.9338
C -2.13639 2.34240 0.70500  0.1157
C -0.98492 2.09619 1.45963  0.1321
H -0.44928 2.13517 6.55426  0.3205
H -1.57148 2.94272 5.43139  0.2861
H 0.00680 3.71588 5.80900  0.2891
H -1.28035 0.47195 4.29106  0.2735
H 0.41771 -0.00168 3.95925  0.0541
H -0.14930 0.27842 5.63595  0.3926
H 0.97368 3.68944 3.75264  0.5780
H 1.36688 2.18475 2.94242  -0.0916
H -1.07916 4.86308 3.50384  0.3081
H -3.15815 5.26344 2.16631  0.3180
H -3.97772 3.49658 0.53480  0.3658
H -2.34648 1.68635 -0.16742  0.2368

Atomic forces in eV per Å
0.59 -0.24 -0.70
0.03 0.39 -0.34
0.57 -0.47 -0.36
0.22 -0.21 -0.28
-0.02 -0.04 0.47
-0.01 0.21 -0.17
-0.23 0.65 0.41
-0.02 0.12 0.01
0.21 0.12 0.16
0.57 0.10 0.62
-0.17 0.42 -0.07
0.04 0.01 0.24
-0.49 0.14 -0.39
0.94 -0.92 1.49
-1.02 1.24 0.06
0.18 -1.38 -0.17
-0.90 0.85 -1.18
0.30 0.09 0.33
-0.04 -0.34 0.02
-0.05 0.38 -0.02
0.31 0.17 -0.58
-0.61 -0.18 -0.08
0.20 0.17 0.42
0.14 0.00 -0.15
-0.16 -0.14 -0.08
0.05 -0.02 0.06
-0.03 0.09 0.15
0.36 -1.70 1.14
-0.27 -0.16 -0.01
-0.10 0.29 -0.58
-0.37 0.39 0.28
-0.25 0.49 -0.03
0.18 -0.33 0.25
-0.36 0.29 -0.17
-0.08 -0.11 -1.11
-0.15 -0.27 -0.31
0.19 0.31 -0.07
0.18 -0.19 0.22
-0.99 1.45 -1.95
-0.43 -0.99 -0.63
0.43 0.14 0.43
-0.03 0.21 -0.26
0.61 0.34 0.13
-0.42 -0.95 1.15
-0.63 -1.22 0.63
-0.28 -0.04 -0.23
0.35 -0.28 -0.67
0.02 0.05 0.67
-0.25 0.39 0.55
-0.02 -0.48 -0.16
0.85 -0.57 0.12
0.93 1.29 -1.11
0.10 -0.07 -0.50
1.43 0.33 0.41
0.21 -0.55 0.01
-0.41 -0.13 0.23
-0.05 -0.37 0.12
-0.54 0.15 0.10
-0.10 0.11 0.53
-0.16 -0.23 -0.24
0.89 0.14 0.71
-0.26 -0.21 0.21
0.30 -0.07 -0.10
-0.64 0.31 -0.22
-0.07 -0.25 -0.41
-0.19 -0.15 0.11
0.17 0.40 -0.21
-0.47 0.35 0.16
0.35 0.35 0.50
-0.07 0.38 0.09
0.07 0.12 0.11
-0.16 -0.17 0.04
0.23 0.01 -0.06
-0.21 0.40 0.00
0.00 -0.16 -0.26
-0.19 -0.20 -0.05
-0.61 0.11 0.01
-0.23 -0.23 -0.47
0.03 -0.45 -0.01
0.68 0.20 0.17
-0.17 0.34 0.89

Output
- Charge: -1
- Gap between HOMO and LUMO (alpha / beta): 2.93 / 2.93 eV

---

(3)
Formula: C14H21BrInN2O3
Source: OMol25
Level of theory: ωB97M-V/def2-TZVPD

Last column: Mulliken charge in e.
Positions of all 42 atoms, in Å:
N -2.00614 1.75921 1.93192  -0.3993
C -2.47996 0.53819 2.54969  -0.6359
C -1.41273 -0.38241 3.14616  -1.0321
C 0.00897 -0.35950 2.58086  -0.7895
C 0.32751 -1.44602 1.53360  -0.7468
C -0.73045 -1.63313 0.43136  -1.4965
C -0.57559 -0.70752 -0.69583  0.4902
C 0.55229 -0.69019 -1.53884  1.3269
C 1.71267 -1.53204 -1.41770  -1.2596
C 2.93452 -0.57253 -1.12653  -0.9034
C 4.26098 -1.35849 -1.19180  -0.6405
Br 5.67980 -0.11934 -1.51014  0.0860
C 0.56472 0.25786 -2.70201  -0.0057
O 1.04894 -0.01831 -3.77225  -0.3953
C -0.10440 1.55653 -2.41828  0.4552
O 0.33326 2.67079 -2.96881  -0.4451
C -1.23186 1.52746 -1.59783  -0.1214
N -1.93571 2.62974 -1.33714  -0.1488
C -1.65983 0.23567 -1.02571  0.6073
O -2.84260 -0.04295 -0.79385  -0.8294
H -1.48898 2.35687 2.56759  0.2228
H -2.79599 2.29309 1.59577  0.3309
H -3.11751 0.83173 3.39582  0.4845
H -3.15451 0.01907 1.87545  0.2946
H -1.36730 -0.23885 4.21809  0.4627
H -1.79233 -1.39330 3.01592  0.4123
H 0.33167 0.60472 2.19751  0.4449
H 0.66373 -0.57589 3.41884  0.4624
H 1.32032 -1.26069 1.14437  0.3333
H 0.38997 -2.38594 2.07157  0.4532
H -0.61836 -2.63865 0.00906  0.6363
H -1.74448 -1.58748 0.80590  0.5178
H 1.63455 -2.29658 -0.66087  0.4739
H 1.92149 -1.98582 -2.38866  0.6136
H 2.98382 0.22133 -1.86346  0.5971
H 2.79188 -0.06474 -0.17762  0.5230
H 4.23248 -2.03016 -2.03663  0.4504
H 4.44098 -1.87191 -0.25902  0.4302
H 1.09026 3.02634 -2.46583  0.4190
H -2.24139 2.74245 -0.37253  0.1538
H -1.54621 3.48291 -1.73399  0.3348
In -4.37849 0.43848 -2.43415  0.8323

Atomic forces in eV per Å
0.14 0.11 -0.79
-0.07 0.15 0.85
0.09 -0.23 -0.63
-0.12 0.06 -0.23
-0.09 -0.08 0.97
-0.22 0.15 -0.65
0.33 0.48 0.26
0.08 0.17 0.17
-0.01 -0.35 -0.44
0.49 0.77 0.02
-0.34 -0.03 -0.02
-0.13 0.07 0.18
0.04 -0.57 -1.32
-0.16 0.43 1.04
0.72 -0.28 -0.41
-0.53 -0.29 0.75
-0.59 0.49 0.25
0.97 0.02 0.20
-0.50 -0.76 0.46
1.50 0.46 0.40
0.19 -0.05 0.01
-0.23 0.16 0.28
-0.23 -0.11 -0.02
0.02 -0.08 -0.33
0.06 0.17 0.23
-0.12 -0.24 0.27
-0.22 0.33 0.05
0.36 -0.01 0.03
0.18 0.04 -0.16
-0.05 -0.33 -0.10
0.13 -0.23 0.03
-0.15 0.03 0.20
0.00 -0.16 0.20
0.08 -0.01 -0.17
-0.19 -0.04 -0.38
0.09 -0.11 0.33
0.12 -0.27 -0.09
0.17 -0.21 0.10
0.39 0.32 -0.55
-0.63 -0.21 0.05
-0.16 0.13 -0.08
-1.42 0.10 -0.96

Output
- Charge: +3
- Gap between HOMO and LUMO: 2.89 eV

---

Number 1: electronic energy -1222.31894 a.u.. Number 2: electronic energy -1723.42845 a.u.. Number 3: electronic energy -3644.17978 a.u..